Entry 1:
70
Properties=species:S:1:pos:R:3:forces:R:3 method="wB97M-V/def2-TZVPD" e_lumo_ev=-0.65 homo_lumo_gap_ev=6.26 energy_ha=-9718.20352 homo_ev=-6.9
Ga 3.0930 0.3725 0.4860 -0.3 0.1 -1.2
O 3.3460 3.4126 -0.0257 -3.2 -1.0 0.5
C 2.1652 3.0314 0.1647 2.3 0.6 -0.3
O 1.8561 1.7905 0.5551 0.9 -0.2 0.0
C 0.9673 3.9813 -0.0041 2.1 0.9 -0.4
C 1.3222 5.3464 -0.2084 0.7 -0.7 0.1
C 0.3276 6.3029 -0.2494 0.3 0.7 -0.3
C -1.0168 5.9627 -0.2763 -1.0 0.1 0.1
C -1.3573 4.6165 -0.1995 -0.7 0.6 0.6
C -0.3598 3.6475 -0.0183 -1.7 0.4 0.1
P -1.0668 2.0218 0.1202 0.5 -2.3 0.4
C -2.0818 1.9095 1.6098 -1.2 0.1 0.5
C -3.5063 1.8099 1.6258 0.8 0.1 0.9
C -4.1541 1.6519 2.8410 0.0 -0.1 1.5
C -3.4443 1.4721 4.0538 0.8 0.5 -0.8
C -2.0358 1.5080 4.0356 -0.7 0.2 -0.2
C -1.3827 1.7515 2.8192 0.2 -0.2 0.2
C -2.1977 1.8569 -1.2423 -0.4 -0.1 -1.7
C -3.1472 0.7913 -1.2711 -0.4 1.2 -1.4
C -4.0023 0.6551 -2.4069 0.5 -0.5 1.0
C -3.8510 1.5051 -3.4888 -0.8 -0.4 -0.4
C -2.8311 2.4306 -3.5051 1.2 1.3 -1.2
C -1.9538 2.6060 -2.4384 -1.9 -1.2 1.0
H 2.3998 5.6033 -0.3614 -1.1 -0.2 0.5
H 0.5714 7.3648 -0.2701 0.2 -0.3 -0.2
H -1.7908 6.7692 -0.3371 0.8 -0.9 0.1
H -2.4244 4.2594 -0.1490 1.2 0.7 -0.3
H -4.1516 1.8318 0.7612 0.4 0.3 -0.3
H -5.2469 1.7257 2.9225 0.5 -0.3 -0.3
H -3.9397 1.3992 5.0187 -0.2 -0.1 -0.3
H -1.4842 1.3889 4.9841 -0.2 0.1 -0.7
H -0.2827 1.7700 2.7942 -0.5 0.0 0.0
H -3.2613 0.1718 -0.3971 0.0 -0.2 -0.1
H -4.7758 -0.1357 -2.5123 0.7 0.6 0.6
H -4.5810 1.4097 -4.3134 0.7 0.2 0.4
H -2.6301 3.0660 -4.4108 -0.5 -0.7 0.9
H -1.2235 3.3855 -2.4656 0.4 0.2 -0.1
Se -0.2934 -0.7761 -0.0316 1.6 -1.3 -0.3
P 0.9131 -2.6956 -0.0965 -1.0 3.2 0.7
Se 3.1022 -2.0510 0.4408 -0.7 0.0 -0.2
C 0.7072 -3.7224 -1.5186 -0.1 -1.0 -1.3
C 1.7184 -4.6142 -1.8992 -1.7 -0.5 -1.1
C 1.3851 -5.6475 -2.8153 1.4 0.3 0.4
C 0.1300 -5.7176 -3.3712 -0.3 -1.3 -0.9
C -0.8324 -4.7534 -3.0688 -0.9 -0.5 -0.5
C -0.6026 -3.7883 -2.1318 1.8 0.8 1.1
C 0.4127 -3.7919 1.2063 0.7 -0.9 1.6
C 1.2292 -4.8923 1.5247 -1.4 -0.4 1.1
C 0.8971 -5.6792 2.6674 0.9 0.2 -1.4
C -0.2393 -5.4271 3.4196 0.9 0.9 -0.3
C -0.9533 -4.2658 3.1523 -1.4 -0.3 0.3
C -0.6394 -3.4548 2.0695 0.5 -0.5 0.0
H 2.7310 -4.5289 -1.5671 0.4 0.1 0.4
H 2.1869 -6.3623 -3.0993 -0.8 0.5 0.2
H -0.1213 -6.5807 -4.0707 0.4 1.4 0.9
H -1.8088 -4.7933 -3.5743 0.5 0.0 0.3
H -1.3385 -3.0317 -1.8554 0.1 -0.3 -0.1
H 2.0415 -5.1585 0.8599 0.2 -0.1 0.3
H 1.5781 -6.4867 2.9309 -0.3 0.0 -0.1
H -0.4658 -6.0419 4.2682 -0.2 -0.2 0.2
H -1.8500 -4.0726 3.7875 0.9 0.2 -0.7
H -1.1745 -2.5547 1.8705 -0.4 0.5 0.0
F 6.1828 3.2347 -0.3037 0.1 -1.1 -0.2
C 6.7500 2.0519 -0.5318 0.3 0.5 0.2
F 7.1911 2.0080 -1.7993 0.0 0.1 1.0
F 7.7493 1.8870 0.3626 -0.5 0.1 -1.0
S 5.6521 0.5562 -0.3353 -2.7 -1.2 -0.1
O 6.4492 -0.5982 -0.6189 0.0 1.2 0.1
O 5.0518 0.5796 1.0623 0.2 0.4 -0.3
O 4.3927 0.7251 -1.1743 1.4 0.1 0.8

Entry 2:
17
Properties=species:S:1:pos:R:3:forces:R:3 method="wB97M-V/def2-TZVPD" e_lumo_ev=1.04 homo_lumo_gap_ev=9.55 energy_ha=-557.75467 homo_ev=-8.5 relative_energy_kj_mol=41.3
C 2.6828 -0.1527 1.8458 -0.1 0.0 0.1
S 1.5281 -0.2093 0.4338 0.4 0.5 0.4
C 1.1486 1.5575 0.3033 -1.0 -0.5 -0.6
H 2.3920 -0.8686 2.6164 0.2 -0.2 -0.3
H 3.6777 -0.3354 1.4554 0.2 -0.2 0.3
H 2.6904 0.8149 2.3463 -0.2 0.1 -0.3
H 0.7323 1.6814 -0.6929 0.1 0.1 -0.2
H 1.9748 2.2379 0.4021 0.5 0.0 0.2
H 0.3321 1.7973 0.9736 0.1 0.2 0.4
C -3.3118 0.1223 -1.9603 -0.4 -0.6 -0.5
C -3.2148 -1.1525 -1.0905 1.0 1.8 -0.1
H -2.3894 0.2808 -2.5130 0.1 0.2 0.0
H -4.1001 0.0176 -2.7060 -0.1 -0.1 -0.1
H -3.5891 1.0163 -1.4180 0.3 0.2 0.4
H -3.2302 -2.0202 -1.7367 -0.7 -0.4 0.4
H -3.8889 -1.0240 -0.2484 -0.5 -0.9 -0.3
H -2.2316 -1.1377 -0.6280 0.3 -0.2 0.1